[1]
C18H35F6NaO4PSi4 as an isolated structure, computed with ωB97M-V with the def2-TZVPD basis set.

Cartesian coordinates (Å):
H: -3.59555 3.70468 -2.63810
C: -1.05122 1.88837 -3.46767
H: -2.46848 4.03083 2.96857
H: -0.26840 0.65962 3.74132
Si: -1.59337 1.87105 2.05096
H: -3.23613 0.05638 1.62036
F: -2.45812 -2.95803 2.61755
C: -3.24118 0.98224 2.19741
F: -1.48504 -1.86177 0.84573
H: -4.25553 2.21125 -3.33239
C: -0.22513 0.73749 2.64942
H: -3.13556 -0.45786 -2.61983
O: 0.55816 0.56922 -0.80048
F: -2.43812 -3.37982 -0.58554
H: -4.06730 1.60741 1.84924
O: 1.67141 -3.14631 -1.50368
C: 1.26132 4.37309 -1.86414
H: 1.90502 0.70394 -2.29324
H: -4.51383 2.58996 -1.62165
H: -0.35859 -0.26574 2.24449
C: 1.73873 0.82770 -1.19244
H: 2.18968 -4.78102 -3.37542
H: 4.03766 -6.11113 0.99235
H: 0.76194 1.09689 2.35457
C: -2.65513 -0.06360 -1.71808
H: 2.55435 4.63431 1.10492
H: -0.71457 3.94350 3.15435
H: -0.82538 2.93412 -3.68752
H: 2.93153 -5.25734 2.76796
C: 2.34209 -4.18997 -1.31321
H: 1.71235 3.42005 -2.14306
H: 1.36407 3.79479 2.11289
C: 3.85097 -6.62737 -1.04539
H: 3.47603 -6.86779 -3.16213
H: -3.34714 -0.19965 -0.88515
H: -0.95505 6.29610 -0.49531
Si: -1.27749 2.71071 -0.09096
F: -3.75353 -2.22716 0.88549
C: -1.63948 3.36507 3.22058
O: 2.70705 1.19941 -0.52295
H: -1.52258 1.44787 -4.35219
H: 0.53394 4.65267 -2.62975
C: 3.31857 -6.23717 -2.29146
Si: 0.45876 4.25487 -0.16395
H: 4.41241 -7.54747 -0.94165
F: -3.41191 -4.48299 1.18301
F: -1.14011 -4.11300 1.14861
O: 2.13515 -2.73727 1.22591
H: 4.44123 -4.42716 2.37894
H: -0.11563 1.36379 -3.27214
H: -1.75959 3.04082 4.25907
H: -1.77614 -0.67063 -1.51015
Na: 0.63646 -1.68088 -0.15158
H: 3.14617 -3.55705 3.23581
C: -0.20839 5.98370 0.23851
H: 2.05138 5.13118 -1.85026
H: 2.23987 2.89630 0.85585
Si: -2.19823 1.72666 -1.98577
C: 3.36131 -4.29906 2.47104
H: -3.43303 0.71190 3.24070
C: 1.78237 3.85729 1.10499
C: 3.63108 -5.80872 0.03505
C: 2.60558 -5.08267 -2.42122
C: 2.73933 -3.80187 1.16778
C: 2.90457 -4.60400 -0.04021
C: -3.79324 2.64809 -2.44086
P: -2.45643 -3.19073 1.01776
H: 0.60002 6.72291 0.24678
H: -0.68597 5.98902 1.22156

Output
spin multiplicity: 2
expectation value of S²: 0.753
highest occupied orbital energy (spin up / spin down): -0.0523 / -0.0881 Eh
total charge: -2
ΔE to the lowest compared entry with this formula, charge and spin: 0.2551 eV
Kohn-Sham gap (spin up / spin down): 5.50 / 6.45 eV

=====

[2]
C31H41BN5O2SScSe as an isolated structure, computed with ωB97M-V with the def2-TZVPD basis set.

Cartesian coordinates (Å):
C: -0.16006 0.94212 -4.65411
H: -0.99121 3.20285 -0.86627
N: -2.80919 2.12194 -1.67739
H: 3.15468 3.68725 2.78582
C: -4.09181 -1.33433 2.13508
H: 2.20789 4.43239 0.56832
H: 0.97300 -3.97207 1.08772
H: -0.67498 -3.34919 1.01343
H: 4.64588 -0.85250 -0.40523
H: 2.89948 2.98929 -0.18593
H: -1.63126 -2.57933 -4.88638
H: -1.61016 -1.12567 -6.91167
C: -0.66788 0.50816 -5.86222
C: 1.69980 2.58562 1.58615
B: -2.18934 3.18161 -0.73400
C: -1.22685 -1.57577 -4.84845
N: -2.04986 1.55714 1.19181
C: 2.82150 -2.05796 -0.21930
H: 0.80317 4.26426 2.60171
Sc: -0.85370 -0.03091 -0.12419
H: 2.99682 0.77363 -0.24644
H: -4.78937 0.79082 -3.89086
C: 1.93396 -2.77518 -1.24606
S: 0.59535 0.80855 -2.06599
C: 0.64317 0.19937 1.95473
H: -2.31159 0.55270 3.01183
H: -2.72020 4.25046 -0.93928
C: 0.15588 -3.57263 1.68315
H: 2.64406 -2.95391 2.84870
H: -0.34751 3.31046 1.66231
C: -0.17978 0.14182 -3.49821
H: -0.31092 -1.17289 4.09879
C: 2.01535 3.38357 0.31775
C: -0.59359 -1.96091 3.40015
H: -3.71752 4.28581 1.42037
H: -0.64530 1.17047 -6.72137
H: 2.85554 -3.78458 1.13981
H: -0.16652 -4.35713 2.37560
N: -2.52275 2.72278 0.70952
C: -3.72568 2.27740 -2.63796
C: -4.08214 1.02899 -3.11616
C: -0.90424 -2.12917 -2.47512
C: 3.54404 -3.09990 0.64994
H: 0.26393 1.93471 -4.56654
O: -0.95747 -1.64189 -1.27790
H: 3.49090 -0.64695 -1.73948
C: 0.97286 -1.13732 1.56716
H: 4.45418 -2.12427 -1.62534
C: -2.51829 1.43671 2.43266
H: 1.18263 3.33726 -0.38353
H: 2.00607 -1.76831 3.98514
H: 1.04654 -3.22569 -0.81113
C: 2.03919 -1.02191 0.60255
Se: -3.13031 -1.84177 0.65297
C: 0.56992 -2.32074 2.46128
C: -0.74097 -1.14299 -3.61414
C: 1.45349 1.12029 1.26629
C: 1.75308 -2.65147 3.39362
H: 4.15157 -2.61209 1.41623
H: -3.29171 -0.93007 -2.37401
H: 2.71821 2.09489 3.44228
C: -1.20746 -0.76989 -5.97065
H: -4.06838 3.26476 -2.89626
N: -2.54157 0.81379 -1.50520
H: 4.20688 -3.70071 0.01949
C: -3.25992 3.33652 1.64060
C: -3.27736 2.55145 2.78058
H: -1.47814 -1.65826 2.84374
H: -0.06158 0.44639 2.73163
H: -0.86289 -2.84269 3.98809
H: 3.79332 2.20112 2.04473
H: 2.50645 -3.55575 -1.75949
H: 1.47717 -3.45919 4.08032
O: -1.01481 -3.32115 -2.72734
H: 1.60186 -2.05579 -1.99441
C: -3.31060 0.14616 -2.36073
C: 0.52617 3.24739 2.30529
H: 0.25201 2.69713 3.20760
C: 3.92252 -1.36633 -1.04282
C: 2.29065 0.35063 0.44676
H: -3.79821 2.73040 3.70420
N: -4.69691 -1.04917 3.08238
C: 2.92089 2.64934 2.52328

Output
highest occupied orbital energy: -0.0743 Eh
total charge: -2
ΔE to the lowest compared entry with this formula, charge and spin: 0.5251 eV
Kohn-Sham gap: 6.62 eV

=====

[3]
C20H35ClN5O4PS3W as an isolated structure, computed with ωB97M-V with the def2-TZVPD basis set.

Cartesian coordinates (Å):
N: -0.57836 2.23336 3.16857
H: 4.39729 -3.93773 -3.90864
H: -3.29359 -1.10726 -4.43416
H: -5.10359 -1.58836 -2.15647
H: -2.88860 -1.89317 0.81823
O: -0.73286 -2.28886 0.93455
C: -3.00263 -2.05078 -3.98328
H: 2.53844 3.62851 -1.55965
S: 1.94055 -2.40038 -0.02400
S: 4.29112 -2.65936 -1.89529
N: 2.51759 -4.46756 -1.58224
C: -2.31418 2.24714 -1.68535
H: -4.83658 0.12167 -2.49613
H: -2.40993 -3.70554 -1.97603
H: -3.12768 0.96518 -3.19979
P: -1.97806 -0.54513 -1.70990
C: 4.53326 -4.20044 -2.86078
H: -3.63332 0.23040 -0.20825
Cl: -0.07838 -2.01851 2.22912
C: -1.06250 1.32194 -3.63884
H: 3.54167 0.40501 -4.78561
H: -2.69727 -2.71545 -4.78857
C: -2.19036 1.06220 -2.64347
H: 0.11802 2.82453 3.59199
H: -0.17515 1.69045 -3.12819
H: -4.63701 -1.82155 0.67303
H: -3.72065 -2.81523 -0.44006
C: 3.49089 -5.20570 -2.36403
C: 2.31647 3.15205 -0.60811
H: -5.73191 -0.36909 -1.07832
C: -1.50422 -3.20536 -2.30765
H: 0.77685 -2.05897 -2.63633
C: 1.81337 0.98246 -1.92531
H: 5.55291 -4.54782 -2.70574
C: 1.64409 1.84287 -0.80035
C: 2.83109 -3.24109 -1.18709
H: -1.37851 2.08179 -4.34999
H: 1.68436 3.79973 -0.00100
C: 2.68132 1.21818 -3.00505
H: -2.32123 3.17024 -2.26175
H: 3.24852 3.01295 -0.05746
C: -3.71132 -1.87597 0.10451
H: -0.97232 -1.58162 -3.61581
C: 2.85051 0.25677 -3.97157
W: -0.06383 -0.54572 -0.07277
C: -4.88557 -0.62488 -1.71121
O: -1.04538 -1.59023 3.12340
H: -1.46873 2.28770 -0.99212
H: 3.21877 2.14924 -3.04843
H: -3.86379 -2.49938 -3.50305
H: -0.87408 -3.03879 -1.42061
H: -1.43860 2.06171 3.66256
N: 1.08474 -0.18001 -1.82746
H: 1.76975 -4.97463 -1.12556
H: 2.26197 -1.73088 -4.56826
N: 0.80449 1.32200 0.09291
H: -0.99717 -3.88842 -2.98653
C: -3.63632 -0.67238 -0.83250
H: -0.80515 0.43429 -4.21026
S: -1.64212 0.64896 1.33248
C: -1.83782 -1.88617 -3.01389
H: 2.98177 -5.70146 -3.19432
H: -3.23632 2.21686 -1.11189
N: 0.65809 1.99273 1.24833
H: 3.95551 -5.97628 -1.74111
C: -0.37982 1.69937 1.97453
C: 2.13968 -0.94403 -3.84384
O: 0.80452 -0.90536 1.91328
O: 0.63876 -3.12859 2.61649
C: 1.28802 -1.11503 -2.78099

Output
spin multiplicity: 3
expectation value of S²: 2.053
highest occupied orbital energy (spin up / spin down): -0.5111 / -0.5254 Eh
total charge: +2
ΔE to the lowest compared entry with this formula, charge and spin: 0.0000 eV
Kohn-Sham gap (spin up / spin down): 7.07 / 6.49 eV